DFT (ωB97M-V/def2-TZVPD) results for the ion C24H28Cl4N4O with charge +2.

Values from the calculation:
Strongest force on any atom = 1.09 eV/A
Calculated total energy = -3065.93893 Eh
Total charge = +2
Structure (SMILES) = CCn1c(C)[n+](CCOCCn2c(C)[n+](CC)c3cc(Cl)c(Cl)cc32)c2cc(Cl)c(Cl)cc21

Cartesian coordinates (Å):
C 1.77139 -1.65748 -6.16952
H 1.67998 -2.72463 -5.98511
H 2.52291 -1.25018 -5.49839
H 2.11154 -1.51554 -7.19069
C 0.43500 -0.94848 -5.97986
N -0.03593 -1.07543 -4.61320
C -0.76927 -2.06494 -4.09110
N -0.96512 -1.84791 -2.77825
C -0.32593 -0.67467 -2.43488
C -0.22470 -0.00062 -1.22748
C 0.49523 1.17829 -1.22655
C 1.11872 1.67280 -2.39322
C 1.01258 0.99233 -3.59628
C 0.27480 -0.18382 -3.60582
H 1.49559 1.38141 -4.47680
Cl 2.01633 3.13167 -2.32073
Cl 0.62327 2.06536 0.23038
H -0.68463 -0.37181 -0.32784
C -1.67806 -2.69636 -1.84984
H -2.04727 -3.56606 -2.39015
H -0.97875 -3.03437 -1.07875
C -2.84096 -1.98157 -1.13964
O -2.44815 -1.70015 0.18987
C -3.48328 -1.20558 1.01623
C -3.08786 -1.38438 2.48879
N -2.14872 -0.39091 2.95824
C -2.41476 0.68171 3.72433
N -1.28222 1.33458 4.00413
C -0.23742 0.68798 3.37597
C 1.12332 0.95637 3.31936
C 1.91092 0.10652 2.55965
C 1.34635 -1.00012 1.88610
C -0.00413 -1.28664 1.97088
C -0.79137 -0.41823 2.71151
H -0.41994 -2.14265 1.46857
Cl 2.35096 -2.00279 0.92569
Cl 3.59216 0.40845 2.42376
H 1.56997 1.79459 3.82701
C -1.13080 2.54809 4.78390
C -1.15086 3.78071 3.88611
H -0.99804 4.66906 4.49110
H -0.35912 3.72934 3.14331
H -2.10353 3.87723 3.37144
H -1.92532 2.59719 5.52916
H -0.17718 2.48143 5.31030
C -3.75927 1.06292 4.20134
H -4.51518 0.85427 3.44809
H -4.01770 0.50276 5.10241
H -3.80220 2.12089 4.44320
H -3.98296 -1.34742 3.10909
H -2.62433 -2.36746 2.60188
H -4.40439 -1.77549 0.83859
H -3.67945 -0.14775 0.78927
H -3.72415 -2.63342 -1.12727
H -3.10577 -1.05461 -1.66754
C -1.28720 -3.23539 -4.82617
H -2.36790 -3.31812 -4.71197
H -0.83790 -4.15404 -4.44689
H -1.06079 -3.16788 -5.88540
H 0.53922 0.11667 -6.19087
H -0.31623 -1.35386 -6.65926

Atoms 1-6, force components in eV/Å:
-0.1592 0.1340 -0.0067
-0.0019 -0.1170 0.0174
0.0935 0.0192 0.0607
0.0567 -0.0035 -0.0901
0.4445 -0.1913 -0.6694
-0.4597 -0.2926 0.4429

=====

DFT (ωB97M-V/def2-TZVPD) results for a cluster of 3 separate species, C15H21ClF10N2O8S in total.

Values from the calculation:
Strongest force on any atom = 0.53 eV/A
Calculated total energy = -3152.45185 Eh
Structure (SMILES) = C[C@H](Cl)C[C@]1(C)OC(=O)O[C@@]1(CCC(F)(F)C(F)(F)S(F)(F)(F)(F)F)CC(=O)F.C[N+](=O)[O-].C[N+](=O)[O-]

Cartesian coordinates (Å):
C -2.56918 -0.27927 -1.94731
C -2.62438 1.16813 -2.44873
Cl -3.33614 1.20256 -4.11581
C -1.27500 1.91259 -2.47952
C -1.08464 3.00603 -1.42317
C -2.12342 4.10858 -1.59821
O 0.19877 3.61516 -1.72950
C 0.83602 3.98172 -0.60324
O 1.84059 4.59966 -0.55386
O 0.16518 3.51227 0.48509
C -0.83037 2.57128 0.05887
C -0.24007 1.15722 0.15697
C 0.39485 0.80882 1.51171
C 1.88737 1.02936 1.73776
F 2.22875 0.27357 2.80180
F 2.17415 2.29771 2.04066
C 2.76145 0.63041 0.50125
F 2.66358 1.60018 -0.39944
F 2.21606 -0.46864 -0.02587
S 4.61676 0.25470 0.76658
F 4.64974 1.12134 2.09123
F 5.06468 1.51855 -0.06396
F 4.63495 -0.61088 -0.56942
F 4.21000 -1.04579 1.59557
F 6.12935 -0.11509 0.98994
C -2.04850 2.67290 1.00434
C -2.09972 3.83857 1.96448
O -2.26963 3.76008 3.12913
F -1.95907 5.04745 1.36395
H -3.22469 -0.91922 -2.53647
H -2.89014 -0.33588 -0.90310
H -1.55650 -0.68677 -2.00131
H -3.35175 1.72750 -1.86002
H -0.45722 1.18941 -2.45752
H -1.18276 2.44094 -3.43047
H -2.01933 4.51649 -2.60532
H -3.14915 3.75342 -1.47564
H -1.96099 4.91046 -0.87631
H -1.07085 0.46245 -0.00096
H 0.45006 0.97261 -0.66402
H 0.22638 -0.24854 1.72388
H -0.07661 1.37718 2.32270
H -2.98032 2.68211 0.42811
H -2.09380 1.79408 1.64986
C 1.60850 -3.88979 -0.07539
N 0.31669 -3.44714 -0.66804
O 0.10311 -2.25204 -0.74466
O -0.44810 -4.31318 -1.03644
H 2.19289 -3.01242 0.17527
H 1.35404 -4.48439 0.79601
H 2.10430 -4.50268 -0.82245
C -1.11334 -7.60157 1.02968
N -0.57425 -6.87314 2.21157
O -0.73660 -7.35488 3.30895
O -0.00427 -5.82230 1.98281
H -1.59817 -8.50448 1.38015
H -1.80572 -6.92961 0.53141
H -0.27354 -7.81782 0.37640

Atoms 1-6, force components in eV/Å:
0.1701 0.0283 -0.0001
-0.0587 0.0543 0.0038
0.0361 -0.0186 0.0464
-0.0342 -0.0488 -0.0376
0.1322 0.1460 0.0339
-0.0150 0.0911 0.1637

=====

DFT (ωB97M-V/def2-TZVPD) results for a cluster of 2 separate species, C4H12 in total.

Values from the calculation:
Strongest force on any atom = 5.50 eV/A
Calculated total energy = -159.52255 Eh
Structure (SMILES) = CC.CC

Cartesian coordinates (Å):
C 0.52054 -1.71888 -1.44674
C 1.88950 -1.13929 -0.86987
H 0.90224 -2.30305 -2.28003
H 0.05950 -2.37557 -0.73971
H -0.22908 -1.11355 -1.90657
H 2.42997 -0.63520 -1.71664
H 1.57222 -0.29695 -0.11809
H 2.57957 -2.02569 -0.70696
C -1.90188 1.83523 1.10608
C -0.65042 1.12516 1.37987
H -1.82720 2.28439 0.03209
H -2.83076 1.11206 1.26889
H -1.83721 2.67870 1.89553
H -0.34681 0.25854 0.51887
H -0.57253 0.64396 2.39095
H 0.24235 1.67014 1.19234

Atoms 1-6, force components in eV/Å:
2.5419 -0.6355 -0.3846
-1.4642 1.2858 -1.1794
-0.4045 -0.6331 -0.1633
-0.3163 -0.4009 0.4487
-0.2236 1.1869 0.1847
-0.6440 -0.0581 0.7157